Entry 1:
DFT (the ωB97M-V functional and the def2-TZVPD basis) results for one molecule with the formula C2H5NOS2 at a distorted geometry.

Energy above the lowest of the compared OMol25 structures with the same formula, charge and spin ... 1.3 kcal/mol
HOMO-LUMO gap ... 10.057 eV

```
! wB97M-V def2-TZVPD RIJCOSX def2/J DEFGRID3
* xyz 0 1
H 3.126 0.111 0.490
S -3.247 -0.133 -0.074
C 2.269 0.349 -0.161
H -1.536 -1.724 -0.192
S 1.003 -0.915 0.107
H 2.568 0.365 -1.229
H 1.828 1.331 0.077
N -1.625 -0.741 -0.292
C -0.512 0.057 -0.049
O -0.572 1.235 0.043
H -3.302 0.066 1.279
*
```

---

Entry 2:
DFT (the ωB97M-V functional and the def2-TZVPD basis) results for a 2-piece molecular cluster, C2H5NOS2 overall at a distorted geometry.

Energy above the lowest of the compared OMol25 structures with the same formula, charge and spin ... 125.8 kcal/mol
HOMO-LUMO gap ... 8.057 eV

```
! wB97M-V def2-TZVPD RIJCOSX def2/J DEFGRID3
* xyz 0 1
S -1.133 0.876 0.193
N 0.037 -0.213 -1.966
H 0.452 1.354 -2.232
H 1.755 -1.055 -1.792
C -0.923 0.449 1.903
C 0.095 -0.138 -0.570
H -1.656 1.013 2.575
O 1.337 -0.611 -2.545
H -1.012 -0.704 1.914
S 0.944 -1.489 0.101
H 0.105 0.518 2.418
*
```

---

Entry 3:
DFT (the ωB97M-V functional and the def2-TZVPD basis) results for one molecule with the formula C2H5NP2 at a distorted geometry.

Energy above the lowest of the compared OMol25 structures with the same formula, charge and spin ... 68.9 kcal/mol
HOMO-LUMO gap (spin up / spin down) ... 7.467 / 7.914 eV

```
! wB97M-V def2-TZVPD RIJCOSX def2/J DEFGRID3
* xyz 0 1
P 3.876 -0.071 -0.012
C 2.200 -0.194 -0.262
H 4.218 -1.380 -0.163
P 1.074 1.117 0.168
N -0.422 0.025 -0.126
H -2.279 0.587 -1.203
C -1.744 0.658 -0.141
H 1.589 -1.117 -0.475
H -2.331 0.057 0.550
H -1.630 1.521 0.447
*
```

---

Question: What is the energy above the lowest of the compared OMol25 structures with the same formula, charge and spin in the second record?
Answer: 125.8 kcal/mol